Computed, not measured: a single C4H10N2O molecule in a non-equilibrium geometry, with the ωB97M-V functional and the def2-TZVPD basis.

Geometry as XYZ:
```
17
Properties=species:S:1:pos:R:3
C -0.99 0.22 -2.02
C -0.84 1.40 -1.05
C -0.41 1.06 0.39
O -0.25 1.92 1.22
N -0.15 -0.28 0.65
C 1.17 -0.77 1.06
N 1.06 -1.81 2.06
H -1.70 -0.52 -1.62
H -1.48 0.59 -2.92
H -0.03 -0.27 -2.16
H -0.09 2.11 -1.42
H -1.77 1.97 -0.94
H -0.78 -0.96 0.26
H 1.60 -1.21 0.15
H 1.71 0.16 1.25
H 1.02 -1.30 2.94
H 1.93 -2.33 2.15
```

Results
HOMO energy   -9.295 eV
SMILES   CCC(=O)NCN
Molecular weight   102.14 g mol⁻¹
Relative energy (zero: lowest compared OMol25 entry of this formula, charge and spin)   31.8 kcal per mole
Orbital gap   10.2 eV



Computed, not measured: a 2-piece molecular cluster, C4H10N2O overall in a non-equilibrium geometry, with the ωB97M-V functional and the def2-TZVPD basis.

Geometry as XYZ:
```
17
Properties=species:S:1:pos:R:3
C -1.94 -0.23 1.15
C -1.74 -0.09 -0.17
N -0.59 -0.68 -0.82
C 0.42 0.23 -1.22
C 1.45 0.68 -0.30
N 2.00 -0.41 0.33
O -2.37 0.69 -0.94
H -2.49 0.44 1.79
H -1.34 -0.80 1.81
H -0.87 -1.34 2.39
H -1.04 -1.00 -1.72
H 0.98 -0.41 -2.00
H 0.01 1.18 -1.63
H 2.16 1.46 -0.79
H 0.90 1.31 0.39
H 2.98 -0.39 0.50
H 1.45 -0.63 1.23
```

Results
HOMO energy   -8.814 eV
Molecular weight   102.14 g mol⁻¹
Relative energy (zero: lowest compared OMol25 entry of this formula, charge and spin)   209.3 kcal per mole
Orbital gap   5.8 eV



Computed, not measured: a single C4H10N2O molecule in a non-equilibrium geometry, with the ωB97M-V functional and the def2-TZVPD basis.

Geometry as XYZ:
```
17
Properties=species:S:1:pos:R:3
C 1.77 -0.96 -0.37
C 0.60 0.01 -0.29
N -0.63 -0.65 0.15
C -1.67 -0.54 -0.86
C -0.83 0.32 1.22
N 0.61 0.76 0.97
O 0.60 2.17 0.59
H 2.67 -0.44 -0.72
H 1.55 -1.77 -1.08
H 2.00 -1.42 0.59
H 0.50 0.61 -1.20
H -2.55 -1.12 -0.57
H -1.37 -0.94 -1.84
H -2.02 0.49 -1.06
H -1.61 1.07 1.07
H -0.90 -0.12 2.22
H 1.29 2.52 1.18
```

Results
HOMO energy   -9.024 eV
SMILES   C[C@H]1N(C)CN1O
Molecular weight   102.14 g mol⁻¹
Relative energy (zero: lowest compared OMol25 entry of this formula, charge and spin)   93.4 kcal per mole
Orbital gap   10.1 eV



Computed, not measured: a single C4H10N2O molecule in a non-equilibrium geometry, with the ωB97M-V functional and the def2-TZVPD basis.

Geometry as XYZ:
```
17
Properties=species:S:1:pos:R:3
C 0.28 -0.04 -2.83
N 0.82 -0.21 -1.49
C -0.22 -0.17 -0.44
C 0.46 -0.21 0.91
N -0.49 -0.46 1.99
C -0.62 0.40 3.04
O -0.10 1.50 3.11
H 0.43 -0.96 -3.40
H -0.77 0.26 -2.81
H 0.83 0.73 -3.38
H 1.46 0.51 -1.20
H -0.80 0.76 -0.53
H -0.91 -0.99 -0.62
H 0.89 0.78 1.10
H 1.25 -0.96 0.95
H -1.32 -0.95 1.71
H -1.20 0.02 3.89
```

Results
HOMO energy   -9.096 eV
SMILES   CNCCNC=O
Molecular weight   102.14 g mol⁻¹
Relative energy (zero: lowest compared OMol25 entry of this formula, charge and spin)   37.0 kcal per mole
Orbital gap   10.0 eV



Computed, not measured: a single C4H10N2O molecule in a non-equilibrium geometry, with the ωB97M-V functional and the def2-TZVPD basis.

Geometry as XYZ:
```
17
Properties=species:S:1:pos:R:3
C -0.22 -1.56 0.43
C -0.61 -0.30 -0.39
N -1.38 -0.58 -1.58
C 0.39 0.77 -0.84
C 1.27 1.42 0.25
N 0.96 1.11 1.68
O 2.34 1.92 -0.05
H -0.94 -2.39 0.51
H -0.02 -1.42 1.53
H 0.74 -1.99 0.00
H -1.15 0.30 0.42
H -2.12 0.12 -1.52
H -1.71 -1.52 -1.71
H 0.95 0.61 -1.78
H -0.24 1.67 -1.03
H 1.76 0.97 2.30
H -0.03 0.86 1.77
```

Results
HOMO energy   -9.352 eV
SMILES   C[C@H](N)CC(N)=O
Molecular weight   102.14 g mol⁻¹
Relative energy (zero: lowest compared OMol25 entry of this formula, charge and spin)   50.5 kcal per mole
Orbital gap   10.0 eV



Computed, not measured: a single C4H10N2O molecule in a non-equilibrium geometry, with the ωB97M-V functional and the def2-TZVPD basis.

Geometry as XYZ:
```
17
Properties=species:S:1:pos:R:3
C -1.36 -0.27 -1.40
C -0.08 0.50 -1.58
N 0.43 1.17 -0.34
C 1.24 0.61 0.63
O 2.38 0.87 0.94
C 0.69 -0.73 1.15
N -0.39 -0.48 2.12
H -1.59 -0.91 -2.27
H -1.32 -1.02 -0.60
H -2.25 0.31 -1.20
H -0.37 1.37 -2.19
H 0.76 -0.02 -2.05
H 0.83 2.05 -0.65
H 0.25 -1.38 0.40
H 1.53 -1.22 1.64
H -0.23 0.39 2.61
H -0.52 -1.23 2.77
```

Results
HOMO energy   -9.241 eV
SMILES   CCNC(=O)CN
Molecular weight   102.14 g mol⁻¹
Relative energy (zero: lowest compared OMol25 entry of this formula, charge and spin)   39.7 kcal per mole
Orbital gap   10.2 eV



Computed, not measured: a single C4H10N2O molecule in a non-equilibrium geometry, with the ωB97M-V functional and the def2-TZVPD basis.

Geometry as XYZ:
```
17
Properties=species:S:1:pos:R:3
C 0.98 0.21 -1.54
N -0.26 -0.23 -0.88
C -1.15 -0.89 -1.60
O -1.25 -0.69 -2.78
C -0.19 -0.63 0.59
C 0.54 0.41 1.49
N -0.48 1.42 1.98
H 1.38 1.24 -1.26
H 0.86 0.28 -2.54
H 1.78 -0.45 -1.23
H -1.60 -1.79 -1.01
H -1.22 -0.80 1.02
H 0.36 -1.50 0.58
H 1.01 -0.14 2.34
H 1.23 0.97 0.96
H -0.95 0.80 2.69
H -1.07 1.81 1.17
```

Results
HOMO energy   -9.303 eV
SMILES   CN(C=O)CCN
Molecular weight   102.14 g mol⁻¹
Relative energy (zero: lowest compared OMol25 entry of this formula, charge and spin)   60.1 kcal per mole
Orbital gap   10.1 eV



Computed, not measured: a single C4H10N2O molecule in a non-equilibrium geometry, with the ωB97M-V functional and the def2-TZVPD basis.

Geometry as XYZ:
```
17
Properties=species:S:1:pos:R:3
C 0.97 1.38 1.70
C -0.03 1.59 0.57
C -0.86 0.33 0.31
O -2.04 0.37 0.07
N -0.12 -0.85 0.15
C 0.96 -0.94 -0.82
N 0.65 -1.89 -1.86
H 0.49 0.87 2.54
H 1.34 2.32 2.09
H 1.75 0.67 1.41
H 0.46 1.96 -0.32
H -0.83 2.30 0.78
H -0.79 -1.60 0.04
H 1.88 -1.29 -0.33
H 1.26 0.05 -1.17
H 1.49 -2.19 -2.34
H -0.02 -1.54 -2.53
```

Results
HOMO energy   -9.312 eV
SMILES   CCC(=O)NCN
Molecular weight   102.14 g mol⁻¹
Relative energy (zero: lowest compared OMol25 entry of this formula, charge and spin)   26.2 kcal per mole
Orbital gap   10.1 eV